114
Properties=species:S:1:pos:R:3:mulliken_charge:R:1 method="wB97M-V/def2-TZVPD" homo_lumo_gap_ev=6.54 homo_energy_ev=-8.63 max_force_ha_per_bohr=0.112
P -1.45123 4.45537 -2.21348 0.86
F -3.81348 0.88563 -1.08710 -0.23
F -3.81979 3.39932 1.10473 -0.34
F 2.41776 -1.59018 -4.31027 -0.09
F -3.70686 0.12631 1.25972 -0.15
F 5.79972 -0.48200 -3.57114 -0.36
F 3.86487 -2.57437 -2.67088 -0.27
O 2.72460 3.98457 -3.88635 -0.62
O 0.58346 1.51836 -2.78243 -0.01
O 2.10031 0.44870 0.83268 -0.02
O 2.07240 6.67457 1.58663 -0.24
O 2.15938 -0.68449 2.87627 -0.62
O -1.99838 3.17583 -3.20002 -0.34
O 1.11007 4.78130 -2.58482 -0.15
O -0.60349 -0.60411 -3.67378 -0.51
O -2.63065 4.91402 -1.02280 -0.57
O 1.73482 6.01836 -0.37113 -0.12
N -1.37101 5.73928 -3.18991 -1.00
N -5.81139 -2.92848 4.53551 -0.53
N 0.78564 -4.30809 6.58346 -0.43
N -1.44176 -0.64793 4.14092 -0.37
N 5.31607 1.30484 0.24719 -0.41
N -1.64663 -0.98542 8.19827 -0.45
N -7.70704 -3.08976 -0.45522 -0.44
N 2.63890 -2.61441 -7.86006 -0.40
N 1.71096 7.06893 0.51309 0.00
N -0.84009 -4.50977 1.51323 -0.46
C 4.84875 -3.31718 -6.64873 -0.73
C 0.77028 -1.46926 7.32000 -0.77
C -0.01185 -0.26187 -6.04803 -1.19
C 0.28395 4.27097 -1.47758 -0.02
C 0.77362 2.85853 -0.82710 1.42
C 1.94087 3.69091 -2.96924 0.19
C -0.58259 -1.19784 7.81235 0.43
C 1.74718 2.99448 0.43382 -0.65
C -0.01506 -6.21768 8.18285 -0.87
C -3.47256 1.13014 0.27397 0.20
C 0.32477 5.59746 -0.52774 -0.78
C 7.41396 0.24872 -0.90486 -0.96
C 0.53472 1.60144 -4.21465 -0.22
C -1.50414 -4.57952 4.04149 -0.33
C -0.47791 1.98125 -0.35715 -0.65
C -6.11871 -2.48492 -2.44393 -0.76
C 0.13155 -1.18804 1.62463 -0.08
C 3.84632 1.20709 -3.17688 -0.15
C -2.87259 2.36874 0.75235 -0.08
C -7.00823 -2.82366 -1.33018 0.41
C -1.27642 2.56425 0.92392 -0.04
C -3.89747 -1.10113 4.92385 -1.07
C -2.52257 -0.84593 4.48770 0.54
C 1.59163 2.36516 -2.16172 -0.36
C 3.54713 -1.44469 -3.49400 0.21
C -6.16599 -3.17732 1.95445 -0.74
C 3.61090 -2.92364 -7.32723 0.42
C 2.80391 1.34339 -1.98595 0.56
C 1.53668 -0.46479 1.80139 0.45
C -0.52894 0.45183 -4.68901 0.35
C 6.23917 0.84013 -0.25978 0.44
C 0.43322 -5.14848 7.28722 0.48
C 4.37489 -0.30171 -3.41822 0.04
C -5.96928 -3.03785 3.39976 0.36
C 1.89783 1.76107 1.41232 -1.11
C -1.13046 -4.54597 2.62627 0.39
H 2.79849 3.23437 0.01558 0.53
H 3.43199 1.49677 -1.02971 -0.99
H -4.10348 -2.16569 4.99107 0.34
H -1.79351 -3.59010 4.40400 -0.04
H 0.82907 -6.76721 8.60569 0.29
H 1.52010 3.89016 1.12898 0.22
H -3.39918 4.33228 -1.25284 0.32
H -1.29582 1.85320 -1.16257 0.69
H -6.10632 -4.22147 1.63974 0.34
H -1.55510 -0.81017 -3.57596 0.28
H 0.07756 2.58026 -4.62430 0.16
H -1.54345 0.91636 -4.92633 0.27
H 3.54459 1.61962 -4.18884 0.45
H -1.62614 5.46842 -4.14891 0.26
H -0.76109 -0.46642 1.73482 -0.28
H 0.75844 -1.81788 6.28581 0.21
H -0.67908 -4.92490 4.66777 0.06
H 1.49596 1.35444 -4.76877 -0.06
H -0.24520 -1.38857 -5.96615 0.28
H 1.11831 -0.18826 -6.19238 0.25
H -5.08885 -2.34475 -2.10683 0.22
H -1.01255 3.63352 1.20430 0.15
H 0.08630 -1.59882 0.56092 0.37
H -4.09313 -0.67031 5.90901 0.36
H 0.04038 -2.06448 2.35153 0.08
H 4.79619 1.78992 -2.86923 0.39
H 5.23803 -4.26160 -7.03603 0.32
H 4.69564 -3.44585 -5.57451 0.17
H -1.03311 1.92684 1.85990 0.33
H -0.49434 0.20047 -6.97686 0.35
H -0.05940 5.40786 0.52660 0.34
H 1.05274 1.65763 2.19668 0.48
H -6.42790 -1.56077 -2.93751 0.27
H -4.62448 -0.67228 4.23177 0.29
H 5.63329 -2.56760 -6.77592 0.25
H 7.69654 0.79839 -1.80549 0.28
H -0.64502 -6.94126 7.66024 0.30
H -5.40989 -2.62463 1.39116 0.16
H -0.59765 -5.82316 9.01850 0.27
H -2.34891 -5.24990 4.21883 0.37
H 8.27982 0.24853 -0.23866 0.35
H -6.10832 -3.27091 -3.20253 0.30
H -0.20775 0.89393 -0.07977 0.12
H 7.23053 -0.78666 -1.20051 0.25
H 2.83621 1.97412 2.05802 0.30
H -0.21679 6.48878 -0.98538 0.66
H -2.96371 3.07912 -3.04065 0.33
H 2.32388 0.30261 -1.83687 0.32
H 1.39782 -0.57519 7.35375 0.33
H 1.26784 -2.23700 7.91459 0.26
H -7.14071 -2.80102 1.64339 0.39

9
Properties=species:S:1:pos:R:3:mulliken_charge:R:1 method="wB97M-V/def2-TZVPD" homo_lumo_gap_ev=9.32 relative_energy_ev=0.415 homo_energy_ev=-10.42 max_force_ha_per_bohr=0.072
Br 3.34285 0.71083 0.53102 0.08
Br -1.44196 2.06872 0.27048 -0.17
O 0.08861 -1.07389 -0.16585 -0.48
O -2.71147 -0.08912 -0.92639 -0.40
O 1.62670 0.20220 0.47791 -0.21
C -2.14900 0.26761 0.07808 0.25
C 1.23245 -0.72747 -0.29071 0.23
H -1.84497 -0.21396 1.01434 0.31
H 1.85679 -1.14492 -0.98888 0.38

8
Properties=species:S:1:pos:R:3:mulliken_charge:R:1 method="wB97M-V/def2-TZVPD" homo_lumo_gap_ev="8.66 / 8.66" relative_energy_ev=5.367 homo_energy_ev="-9.20 / -9.20" max_force_ha_per_bohr=0.063
P 0.81265 1.29405 -0.12661 0.43
O 1.11162 -0.22468 -0.53424 -0.13
O 1.58769 -0.99679 0.56058 -0.32
O -1.43754 0.95290 0.29712 -0.43
O -1.44851 -0.41759 0.54530 -0.34
H 0.50074 1.55572 -1.47439 0.09
H -1.90335 -0.79891 -0.22227 0.33
H 0.77670 -1.36469 0.95449 0.36